[1]
Computed, not measured: an isolated molecule of CH2S in a non-equilibrium geometry, with wB97M-V/def2-TZVPD.

Properties
SMILES string = C=S
energy above the lowest of the compared OMol25 structures with the same formula, charge and spin = 34.70 kJ/mol

```
! RIJCOSX wB97M-V def2-TZVPD def2/J DEFGRID3
* xyz 0 1
C 0.979 -0.028 -0.030
H 1.448 1.079 0.053
H 1.712 -0.840 0.074
S -0.565 -0.004 0.003
*
```


[2]
Computed, not measured: a 8-piece molecular cluster, C17H52N12O10 overall in a non-equilibrium geometry, with wB97M-V/def2-TZVPD.

```
! RIJCOSX wB97M-V def2-TZVPD def2/J DEFGRID3
* xyz 1 2
C 2.640 -0.470 -0.385
O 3.366 0.389 -1.278
C 3.063 0.270 -2.681
C 4.229 0.744 -3.592
N 5.363 -0.129 -3.226
C 6.625 0.296 -3.949
C 7.854 -0.582 -3.579
O 8.805 -0.498 -4.572
C 8.324 -1.301 -5.670
H 1.607 -0.192 -0.172
H 3.223 -0.455 0.536
H 2.518 -1.503 -0.710
H 2.235 0.915 -2.977
H 2.713 -0.736 -2.911
H 4.421 1.757 -3.239
H 3.945 0.695 -4.643
H 5.354 -0.046 -2.220
H 6.764 1.355 -3.736
H 6.438 0.223 -5.020
H 7.800 -1.589 -3.165
H 8.379 -0.069 -2.773
H 7.562 -2.073 -5.564
H 9.225 -1.850 -5.943
H 7.990 -0.899 -6.626
C -1.117 7.410 0.772
O -0.533 6.068 0.854
C -1.426 5.104 0.321
C -1.714 3.931 1.367
N -0.540 2.960 1.415
C 0.079 2.982 2.770
C 1.315 1.987 2.881
O 0.839 0.664 2.735
C 1.852 -0.357 2.991
H -1.524 7.721 -0.190
H -0.345 8.146 0.999
H -1.825 7.533 1.591
H -0.983 4.700 -0.589
H -2.387 5.552 0.068
H -2.666 3.478 1.087
H -1.863 4.374 2.352
H -0.824 2.000 1.542
H -0.684 2.696 3.494
H 0.429 3.952 3.122
H 1.897 2.158 3.787
H 2.136 2.239 2.209
H 2.901 -0.109 2.829
H 1.659 -1.254 2.403
H 1.662 -0.604 4.035
C -3.330 -4.774 0.850
O -2.919 -3.638 0.910
N -3.196 -5.706 1.723
N -4.079 -5.112 -0.210
H -3.498 -6.649 1.523
H -2.801 -5.365 2.588
H -4.530 -4.375 -0.733
H -4.431 -6.056 -0.150
C -0.928 -2.826 -2.029
O -1.970 -2.329 -2.406
N -0.750 -3.278 -0.828
N 0.153 -2.945 -2.745
H -1.523 -3.360 -0.182
H 0.216 -3.475 -0.610
H 1.022 -3.146 -2.272
H 0.087 -2.757 -3.736
C -2.310 -0.013 0.910
O -2.641 0.718 1.883
N -3.164 -0.579 0.079
N -1.078 -0.395 0.724
H -4.152 -0.376 0.134
H -2.783 -1.131 -0.676
H -0.425 -0.093 1.433
H -0.924 -1.009 -0.063
C -6.302 1.163 0.520
O -5.899 0.113 -0.016
N -5.620 1.785 1.405
N -7.408 1.845 0.322
H -4.688 1.496 1.666
H -5.971 2.667 1.748
H -8.076 1.635 -0.406
H -7.514 2.697 0.855
C -1.398 -2.074 4.909
O -1.197 -2.676 5.974
N -1.697 -0.846 4.712
N -1.381 -2.729 3.782
H -2.099 -0.411 5.530
H -1.591 -0.462 3.784
H -1.788 -2.286 2.971
H -1.156 -3.705 3.654
O -4.590 -2.594 -1.641
H -4.816 -1.992 -0.932
H -3.636 -2.543 -1.704
*
```


[3]
Computed, not measured: an isolated molecule of C6H9N, with wB97M-V/def2-TZVPD.

Properties
SMILES string = CC1=C=C[C@@H](C)N1
energy above the lowest of the compared OMol25 structures with the same formula, charge and spin = 325.55 kJ/mol

```
! RIJCOSX wB97M-V def2-TZVPD def2/J DEFGRID3
* xyz 0 1
C -1.966 -1.403 -0.596
C -0.985 -0.493 0.077
C -0.490 -0.656 1.432
C 1.980 0.556 -0.167
C 0.319 0.445 1.515
C 0.578 1.138 0.206
N -0.472 0.541 -0.598
H -2.145 -2.254 0.062
H -1.581 -1.765 -1.558
H -2.917 -0.890 -0.784
H 2.635 1.323 -0.579
H 1.828 -0.264 -0.874
H 2.487 0.111 0.698
H 0.978 0.737 2.336
H 0.550 2.233 0.145
H -0.740 0.846 -1.524
*
```


[4]
Computed, not measured: C27H49F2LuNO2Si2 as an isolated structure in a non-equilibrium geometry, with wB97M-V/def2-TZVPD.

Properties
energy above the lowest of the compared OMol25 structures with the same formula, charge and spin = 167.80 kJ/mol

```
! RIJCOSX wB97M-V def2-TZVPD def2/J DEFGRID3
* xyz 1 1
O -0.538 1.591 1.232
O -1.970 2.647 -0.530
C -1.397 1.354 2.373
C -0.599 1.177 3.641
H -1.976 0.452 2.117
H -2.113 2.191 2.420
H -0.012 0.253 3.616
H -1.277 1.108 4.498
H 0.070 2.029 3.773
C 0.585 2.525 1.364
C 0.196 3.907 1.815
H 1.054 2.550 0.366
H 1.305 2.080 2.069
H -0.492 4.385 1.109
H 1.109 4.517 1.847
H -0.235 3.935 2.817
C -1.623 3.298 -1.801
C -3.209 3.086 0.090
C -0.629 4.392 -1.580
H -2.543 3.661 -2.280
H -1.202 2.497 -2.423
H -1.015 5.159 -0.907
H -0.417 4.876 -2.534
H 0.313 3.999 -1.191
C -3.198 4.558 0.371
H -3.296 2.528 1.026
H -4.060 2.792 -0.540
H -2.320 4.840 0.960
H -4.081 4.830 0.954
H -3.221 5.132 -0.560
H -1.326 1.371 -0.359
Lu 0.742 -0.612 -0.143
C -1.257 0.167 -0.906
Si -2.935 -0.236 -1.668
H -0.392 0.100 -1.656
H -1.321 -0.670 -0.115
C -4.087 -0.296 -0.176
C -2.868 -1.986 -2.341
C -3.591 0.911 -2.998
C -0.126 -2.332 1.015
Si 0.589 -3.980 0.539
H -1.224 -2.440 1.041
H 0.151 -2.081 2.063
C -0.403 -4.749 -0.864
C 0.489 -5.152 2.007
C 2.400 -3.902 0.024
H -4.438 0.407 -3.488
H -2.839 1.125 -3.767
H -3.968 1.857 -2.588
H -3.802 -1.136 0.473
H -5.110 -0.471 -0.540
H -4.085 0.628 0.417
H -2.176 -2.626 -1.772
H -2.569 -1.994 -3.399
H -3.872 -2.430 -2.275
H -0.404 -4.941 2.609
H 1.367 -5.050 2.657
H 0.432 -6.196 1.672
H 3.009 -3.317 0.726
H 2.549 -3.482 -0.980
H 2.814 -4.922 0.010
H -0.194 -5.827 -0.912
H -0.142 -4.314 -1.838
H -1.484 -4.627 -0.713
F 3.222 -1.345 -5.124
C 3.362 -1.206 -3.761
C 2.266 -0.733 -3.039
C 2.448 -0.614 -1.679
C 3.656 -0.841 -0.994
C 4.686 -1.377 -1.803
F 5.805 -1.929 -1.208
C 4.573 -1.549 -3.173
C 3.785 -0.687 0.473
C 4.991 -0.765 1.162
C 5.015 -0.801 2.555
C 3.806 -0.732 3.252
C 2.620 -0.590 2.541
N 2.620 -0.485 1.178
H 1.324 -0.485 -3.535
H 5.398 -1.957 -3.748
H 5.903 -0.822 0.587
H 5.964 -0.887 3.075
H 3.768 -0.780 4.339
H 1.645 -0.562 3.034
*
```


Number 1: E -437.43149 a.u.. Number 2: E -2088.06614 a.u.. Number 3: E -288.65805 a.u.. Number 4: E -3277.42256 a.u..